The following is a DFT calculation (ωB97M-V with the def2-TZVPD basis set) of a cluster of 13 separate species, C46H86O28 in total in a non-equilibrium geometry.

```
160
Properties=species:S:1:pos:R:3:forces:R:3
C 4.596883 -5.563096 -4.813651 -0.2 0.5 0.0
O 3.378043 -4.812596 -4.494501 -0.1 -0.3 -0.5
C 2.313423 -4.885956 -5.323971 -0.2 -1.5 -2.1
O 2.286623 -5.504816 -6.415051 -0.2 2.0 3.3
O 1.290263 -4.204556 -4.735081 0.8 -0.6 -0.3
C -0.001707 -4.147326 -5.397731 1.0 -0.1 -0.4
H 5.132523 -5.695996 -3.873691 -0.5 -0.2 0.1
H 5.293873 -4.978446 -5.414081 -0.5 0.2 -0.3
H 4.403023 -6.509586 -5.318291 -0.3 0.2 0.2
H -0.434937 -5.143956 -5.482261 0.0 0.1 0.1
H 0.160683 -3.745096 -6.397691 -0.2 0.0 0.0
H -0.622627 -3.474876 -4.805811 0.2 -0.2 0.0
C -5.014527 0.484134 -6.464641 -0.4 0.5 0.8
O -3.952537 0.415404 -7.405591 0.3 -1.3 -0.5
C -3.453787 1.526794 -7.890191 0.9 1.6 -1.5
O -3.779937 2.643814 -7.587651 -0.1 0.1 0.3
O -2.522827 1.258794 -8.869951 -0.2 -1.0 0.7
C -1.779117 2.305304 -9.525261 -1.0 0.9 0.4
H -5.854927 1.075284 -6.828471 0.2 0.1 -0.2
H -4.664177 0.916364 -5.527341 0.1 0.2 -0.1
H -5.375097 -0.513776 -6.215121 0.4 -0.1 -0.5
H -2.463937 3.116974 -9.770851 -0.1 0.1 0.0
H -1.345407 1.965774 -10.465851 -0.2 -0.6 0.4
H -1.005027 2.741474 -8.893901 0.0 -0.3 0.2
C -6.687277 2.580484 0.834119 -0.4 -0.7 1.2
O -6.096497 3.358804 -0.170081 1.3 -0.1 1.0
C -6.850837 3.722964 -1.143581 -2.1 0.7 -3.0
O -8.061497 3.586924 -1.236771 1.2 0.0 0.4
O -6.071277 4.260274 -2.115841 -1.0 0.5 -1.1
C -6.803297 4.631724 -3.371431 0.3 0.0 0.7
H -7.619427 2.971534 1.241899 0.1 0.4 -0.3
H -5.948367 2.541924 1.634519 -0.1 -0.1 -0.1
H -6.923797 1.574764 0.486709 0.2 0.0 -0.2
H -7.227797 3.740264 -3.833151 0.0 0.1 0.2
H -6.130967 5.120164 -4.076771 0.6 -0.4 0.5
H -7.574657 5.385284 -3.212501 -0.1 -0.4 0.6
C 5.868063 -3.180186 0.442169 -1.3 0.2 1.0
O 7.029793 -3.859906 0.051329 -0.8 1.2 -3.1
C 7.874053 -4.320466 0.871559 2.1 -2.4 4.5
O 7.714763 -4.426906 2.102549 0.6 0.5 -2.6
O 8.963323 -4.800246 0.187589 -0.7 0.2 0.1
C 9.990143 -5.530546 0.905329 -0.1 1.2 0.1
H 6.053353 -2.286986 1.038799 0.4 -0.2 0.1
H 5.224593 -3.855406 1.006189 0.1 0.0 0.2
H 5.288793 -2.845306 -0.418291 0.5 -0.3 -0.3
H 10.499423 -4.827426 1.564379 -0.4 -0.2 0.6
H 10.786963 -5.773996 0.202539 -0.6 -0.4 -0.4
H 9.572553 -6.392556 1.425569 0.1 0.1 0.0
C -0.914637 6.828264 4.525299 0.9 2.4 -0.6
O -1.086777 5.763474 5.402019 -0.8 0.1 -0.3
C -0.050747 4.961834 5.516989 0.3 -1.6 0.4
O 1.061123 5.090934 5.069149 -1.0 0.1 0.4
O -0.439607 3.859094 6.199239 1.0 -0.3 0.3
C -1.734077 3.727014 6.768789 -1.0 0.6 -0.1
H -0.294547 7.582674 5.009499 0.1 0.1 0.1
H -1.848937 7.340254 4.294959 -0.2 -0.6 0.1
H -0.363847 6.613554 3.609529 -0.3 -0.6 0.0
H -2.516017 3.923174 6.035179 0.1 -0.3 -0.3
H -1.953597 4.453734 7.550949 0.5 0.1 0.2
H -1.879007 2.732914 7.191709 0.5 0.0 -0.3
C 2.695723 9.016954 -3.111311 0.7 1.0 0.7
O 2.087763 7.776234 -2.824151 -0.7 -0.5 0.3
C 1.284373 7.612124 -1.739141 0.1 1.6 1.5
O 1.184803 8.343054 -0.750891 0.3 -1.2 -2.2
O 0.617933 6.489944 -1.938991 1.3 0.1 -1.2
C -0.455087 6.060104 -1.169321 -0.8 -0.6 0.6
H 2.005563 9.808634 -3.402901 -0.4 -0.3 0.0
H 3.426323 8.904504 -3.912351 -0.3 -0.5 0.0
H 3.257883 9.400534 -2.259871 -0.1 -0.1 0.2
H -1.042967 5.481064 -1.881521 -0.4 0.2 0.2
H -1.020557 6.873934 -0.715431 0.1 0.0 -0.2
H -0.149167 5.354904 -0.396531 0.3 0.2 0.2
C 2.492663 1.692544 -5.215241 -0.2 -3.7 0.9
C 2.825373 3.068584 -5.433081 0.2 2.1 -0.3
C 3.879893 2.928314 -6.519061 0.7 1.2 0.1
O 3.584553 1.813054 -7.290191 -1.3 -1.6 -0.4
C 2.554863 1.035674 -6.617741 0.1 1.1 0.6
H 1.590553 1.515514 -4.629611 -0.3 0.0 -0.4
H 3.271353 1.290274 -4.567241 0.3 -0.5 -0.1
H 3.206073 3.474054 -4.495661 0.1 0.5 -0.3
H 1.933293 3.616514 -5.736531 0.2 0.4 -0.2
H 4.860703 2.750894 -6.077881 0.2 0.3 0.3
H 3.950223 3.782804 -7.192111 0.0 0.2 0.1
H 2.800713 -0.025036 -6.668301 0.0 0.1 0.2
H 1.588283 1.222964 -7.085461 -0.1 -0.2 -0.4
C -1.424027 -0.306156 2.083249 1.4 0.6 0.5
C -2.076497 -0.790926 0.849319 -2.0 -0.9 -0.1
C -1.745917 0.237344 -0.202421 -0.4 -0.7 0.4
O -0.349037 0.351504 0.022529 0.4 0.0 -0.9
C -0.121197 0.315004 1.427689 -1.0 0.6 1.0
H -1.291357 -1.079806 2.839549 0.5 -0.2 -0.2
H -1.990967 0.456934 2.616499 -0.1 0.3 -0.3
H -3.138647 -0.971126 1.015109 -0.2 0.1 -0.2
H -1.642417 -1.756866 0.591189 0.1 0.0 -0.4
H -2.290747 1.176314 -0.104461 0.1 0.4 0.7
H -2.079007 -0.077136 -1.191491 1.0 -0.3 -0.3
H -0.071557 1.355124 1.749829 0.3 0.1 0.3
H 0.809683 -0.186086 1.693179 -0.1 -0.1 -0.4
C -0.853137 -6.482986 -0.358391 -1.1 0.1 -0.3
C -1.100757 -6.540486 1.133229 0.1 -0.4 0.3
C 0.156503 -7.224966 1.570859 0.4 0.0 0.7
O 1.156263 -6.650466 0.763459 1.2 0.2 0.0
C 0.634543 -6.157206 -0.459221 -0.7 -0.7 -0.1
H -1.621237 -5.849056 -0.801411 0.5 0.5 -0.4
H -1.026807 -7.459636 -0.810151 0.0 -0.2 0.1
H -1.986847 -7.114326 1.404629 -0.1 0.4 0.1
H -1.068017 -5.535386 1.553709 -0.5 0.1 0.0
H 0.096503 -8.306526 1.449519 0.0 -0.3 -0.2
H 0.473273 -7.024576 2.594379 -0.3 -0.1 0.1
H 1.052163 -6.773126 -1.255671 0.3 0.4 -0.3
H 0.872023 -5.099736 -0.575311 0.0 0.0 0.0
C 5.436033 3.546234 0.041219 -0.1 -0.1 -1.6
C 5.355213 4.007894 1.456929 -0.7 -0.1 1.8
C 5.678253 5.487504 1.423699 0.7 -0.3 0.3
O 6.638013 5.535334 0.408789 0.6 0.6 -0.6
C 6.176213 4.702304 -0.671011 0.7 0.9 0.8
H 4.426893 3.401834 -0.344631 0.1 0.0 -0.3
H 5.977513 2.612174 -0.108591 -0.1 0.0 0.2
H 6.074853 3.481164 2.083639 0.1 0.1 0.0
H 4.376143 3.858824 1.912219 -0.1 -0.3 -0.1
H 6.160643 5.842924 2.334219 -0.1 0.0 0.1
H 4.832163 6.145074 1.224099 -0.3 -0.1 -0.2
H 7.105763 4.488944 -1.198761 -0.3 -0.6 -0.2
H 5.573073 5.350444 -1.306801 -0.5 -0.3 -0.2
O -5.591307 -3.238236 -2.173511 -0.7 0.0 0.9
C -6.479267 -3.189466 -1.342931 3.3 -0.4 -1.8
O -7.547257 -2.440376 -1.568711 -0.8 0.5 -0.1
C -8.515707 -2.605846 -0.537101 0.6 0.1 0.7
C -7.731637 -3.324156 0.569799 -1.9 -0.9 0.8
C -6.541497 -3.983956 -0.062891 -1.0 0.8 -0.2
H -9.361747 -3.169206 -0.930731 0.0 0.0 0.0
H -8.838347 -1.636626 -0.156821 -0.1 0.1 -0.5
H -8.371777 -4.136676 0.913509 -0.1 0.4 0.8
H -7.493707 -2.633226 1.378549 0.1 -0.2 0.0
H -6.809587 -4.982706 -0.407441 0.3 -0.2 0.3
H -5.725667 -3.981016 0.659969 0.4 -0.1 -0.9
O -4.107737 -7.368046 6.250999 -0.4 4.3 1.7
C -4.129747 -6.251386 6.829049 1.6 -4.0 0.0
O -4.403987 -5.079686 6.256179 -0.5 -0.7 -0.9
C -4.261887 -4.030146 7.166979 0.9 1.9 1.4
C -4.355537 -4.618126 8.589889 -0.4 -0.1 -0.6
C -3.709387 -5.989996 8.335209 -1.3 -0.1 -1.1
H -4.957907 -3.217476 6.959089 -0.5 -0.5 -0.1
H -3.296207 -3.535246 7.063909 0.4 -0.3 -0.4
H -5.423847 -4.612166 8.806169 0.0 -0.7 0.3
H -3.888787 -4.039176 9.386779 0.2 0.1 -0.4
H -4.065257 -6.840566 8.916569 0.1 0.2 0.1
H -2.624177 -5.919236 8.408899 0.0 -0.1 -0.2
O 1.461993 -1.346096 7.308739 0.2 0.1 -0.6
C 2.522483 -0.900086 6.947359 -1.6 -0.8 1.4
O 2.948283 -0.967236 5.680779 0.7 0.5 0.1
C 4.244083 -0.358636 5.638989 1.1 1.0 -0.6
C 4.454723 0.458494 6.917299 0.1 -0.9 0.8
C 3.509743 -0.251276 7.883729 -0.1 0.6 -0.8
H 4.332763 0.323154 4.793169 -0.4 -0.3 -0.3
H 5.043853 -1.090986 5.528809 -0.3 -0.4 0.0
H 4.213733 1.515744 6.806599 0.2 -0.1 -0.1
H 5.452933 0.276874 7.315659 0.2 0.7 -0.4
H 2.967023 0.425744 8.543439 0.1 -0.3 0.2
H 4.031393 -1.039526 8.426569 -0.2 0.1 0.2
```
Forces are in eV/Å.

Results
HOMO in eV: -9.3
ΔE to the lowest compared entry with this formula, charge and spin in kcal per mole: 0.00
Kohn-Sham gap in hartree: 0.3391
Max |F| in eV Å⁻¹: 5.46
DFT total energy in a.u.: -3910.90178

These are the Mulliken partial charges, in e, on atoms 1 to 4:
1. C -0.655
2. O -0.251
3. C 0.719
4. O -0.588